(1)
2 unconnected molecules or ions with the total composition C4H6INO at a distorted geometry. Source: OMol25; level of theory: ωB97M-V/def2-TZVPD.

## Properties
Lowest unoccupied orbital energy in eV: -0.2
HOMO in eV: -8.73
Orbital gap in eV: 8.56
Energy in eV: -15879.9114
SMILES: CC=C=C=O.NI

Structure (ORCA input):
```
! RIJCOSX wB97M-V def2-TZVPD def2/J DEFGRID3
* xyz 0 1
C -1.9281 -1.3685 0.2883
C -0.5498 -0.8094 0.1028
C -0.2748 0.4764 -0.0204
C -0.8641 1.6096 -0.1411
O -0.9763 2.7534 -0.2558
H -2.2173 -2.2626 -0.2575
H -2.6608 -0.6760 0.2717
H -2.0067 -1.8952 1.3767
H 0.3395 -1.4298 0.0085
N 2.5312 1.1751 -0.0493
I 3.3268 -0.7046 -0.3883
H 3.3327 1.7775 -0.1162
H 1.9478 1.3541 -0.8193
*
```

---

(2)
C4H6INO3 in the gas phase at a distorted geometry. Source: OMol25; level of theory: ωB97M-V/def2-TZVPD.

## Properties
Lowest unoccupied orbital energy in eV: -1.2
HOMO in eV: -8.89
Orbital gap in eV: 7.72
Energy in eV: -19973.3606
SMILES: C/C(OI)=C(/C)[N+](=O)[O-]

Structure (ORCA input):
```
! RIJCOSX wB97M-V def2-TZVPD def2/J DEFGRID3
* xyz 0 1
C -0.8271 -1.8118 -0.3945
C -0.6387 -0.3142 -0.1018
O -1.6458 0.5798 -0.1495
I -3.5369 0.1485 0.0013
C 0.5065 0.4111 0.0426
C 0.6248 1.8470 0.4185
N 1.8043 -0.2283 0.0024
O 2.6505 0.3537 -0.6293
O 1.9659 -1.2259 0.6611
H -0.6545 -2.0369 -1.4831
H -0.1274 -2.3364 0.2514
H -1.7429 -2.0084 0.0164
H 1.5600 2.2605 0.2155
H 0.2111 1.9465 1.4001
H -0.1499 2.4147 -0.2511
*
```

---

(3)
A molecular structure, C4H6INS4 at a distorted geometry. Source: OMol25; level of theory: ωB97M-V/def2-TZVPD.

## Properties
Lowest unoccupied orbital energy (spin up / spin down) in eV: -0.8 / -0.8
HOMO (spin up / spin down) in eV: -7.95 / -7.95
Orbital gap (spin up / spin down) in eV: 7.16 / 7.16
Energy in eV: -57173.7408

Structure (ORCA input):
```
! RIJCOSX wB97M-V def2-TZVPD def2/J DEFGRID3
* xyz 0 1
C 0.7514 -1.1419 -0.5038
C 0.9085 0.1352 -0.2112
C -2.1135 -0.9069 -1.2009
C -0.8983 1.6681 1.3351
N 2.9693 -1.3576 0.8708
S 2.0020 -2.3357 -0.0590
S -0.6500 -2.0576 -1.0173
S -0.0103 1.5825 -0.3295
S 2.8445 0.1908 0.8331
I 4.5529 1.2294 -0.8054
H -1.7300 0.2043 -1.2267
H -2.6946 -1.1139 -0.3492
H -2.5056 -1.1111 -2.1664
H -1.1053 0.6250 1.7122
H -1.8148 1.9933 1.0098
H -0.5061 2.3960 2.1085
*
```

---

(4)
A molecular structure, C4H6InN2O2. Source: OMol25; level of theory: ωB97M-V/def2-TZVPD.

## Properties
Lowest unoccupied orbital energy in eV: 3.1
HOMO in eV: -6.07
Orbital gap in eV: 9.20
Energy in eV: -16495.8206

Structure (ORCA input):
```
! RIJCOSX wB97M-V def2-TZVPD def2/J DEFGRID3
* xyz -1 1
C -1.2802 0.1735 -1.6377
C -1.0230 -0.1195 -0.1546
In 0.6805 0.9407 0.6340
O 0.8931 0.3744 2.7158
C 0.1179 -0.5358 3.1113
N -0.6052 -1.3426 3.5295
O 2.5082 0.2798 -0.2650
C 2.4347 -0.6727 -1.0923
N 2.3406 -1.5335 -1.8681
H -0.3790 0.0547 -2.2463
H -2.0353 -0.5038 -2.0577
H -1.6472 1.1973 -1.7817
H -1.8714 0.2016 0.4608
H -0.9019 -1.1924 0.0192
H 0.7683 2.6782 0.6326
*
```